DFT (ωB97M-V/def2-TZVPD) results for a cluster of 13 separate species, C42H78O9 in total in a non-equilibrium geometry.

```
129
Properties=species:S:1:pos:R:3:mulliken_charge:R:1
C 24.02 -19.08 6.09 -0.60
C 23.80 -17.72 6.26 0.06
C 24.41 -17.03 7.30 -0.27
C 25.12 -17.72 8.26 -0.47
C 25.29 -19.10 8.15 -0.61
C 24.77 -19.76 7.06 -0.29
H 23.71 -19.58 5.19 0.44
H 23.24 -17.19 5.49 0.18
H 24.25 -15.96 7.35 0.41
H 25.49 -17.16 9.11 0.38
H 25.94 -19.59 8.86 0.42
H 24.89 -20.82 6.83 0.42
C 18.66 -8.23 6.37 -0.34
C 18.06 -8.99 7.35 -0.58
C 17.98 -10.37 7.19 0.09
C 18.54 -10.99 6.08 -0.49
C 19.21 -10.21 5.13 -0.36
C 19.24 -8.84 5.26 -0.50
H 18.60 -7.15 6.45 0.36
H 17.66 -8.55 8.26 0.38
H 17.63 -11.07 7.95 0.22
H 18.48 -12.06 5.93 0.50
H 19.67 -10.74 4.30 0.39
H 19.76 -8.22 4.55 0.36
C 20.51 -19.52 13.21 -0.33
C 20.11 -19.85 11.92 -0.66
C 19.27 -18.94 11.28 -0.22
C 18.88 -17.77 11.92 -0.03
C 19.27 -17.49 13.22 -0.14
C 20.12 -18.36 13.88 -0.85
H 21.15 -20.22 13.74 0.33
H 20.40 -20.81 11.51 0.45
H 18.86 -19.17 10.30 0.49
H 18.24 -17.17 11.29 0.37
H 19.02 -16.57 13.73 0.28
H 20.40 -18.28 14.92 0.36
C 20.45 -17.97 7.46 -0.21
C 19.18 -18.48 7.45 -0.29
C 18.12 -17.57 7.60 0.18
C 18.31 -16.21 7.55 -0.59
C 19.61 -15.70 7.35 -0.89
C 20.66 -16.60 7.38 -1.45
H 21.30 -18.64 7.53 0.67
H 19.01 -19.55 7.48 0.25
H 17.14 -17.97 7.85 0.50
H 17.54 -15.50 7.86 0.39
H 19.80 -14.66 7.13 0.92
H 21.65 -16.18 7.29 0.49
C 15.55 -16.98 11.54 -1.65
C 15.81 -16.27 10.22 1.88
O 15.82 -14.85 10.38 -0.43
H 16.22 -16.59 12.31 0.35
H 15.81 -18.04 11.46 0.44
H 14.52 -16.86 11.85 0.34
H 15.00 -16.47 9.50 0.12
H 16.74 -16.58 9.73 -1.18
H 16.60 -14.65 10.91 0.08
C 21.91 -12.86 5.03 -1.12
C 22.31 -14.27 4.68 0.72
O 21.67 -14.60 3.46 -0.57
H 20.82 -12.87 5.04 -0.05
H 22.31 -12.10 4.35 0.37
H 22.19 -12.47 6.01 0.39
H 22.01 -14.94 5.49 -0.38
H 23.40 -14.39 4.58 0.43
H 21.76 -15.55 3.30 0.27
C 18.49 -15.96 3.76 0.07
C 19.21 -16.65 2.63 -0.61
O 20.46 -17.22 3.12 -0.53
H 17.60 -15.40 3.46 0.38
H 19.07 -15.24 4.34 -0.03
H 18.15 -16.66 4.53 -0.24
H 19.53 -15.98 1.84 0.26
H 18.61 -17.47 2.22 0.43
H 20.28 -18.16 3.25 0.27
C 21.64 -21.63 8.03 -0.59
C 21.31 -21.36 6.57 -0.03
O 19.88 -21.51 6.45 -0.39
H 22.62 -21.23 8.32 0.29
H 21.73 -22.70 8.21 0.41
H 20.96 -21.12 8.71 -0.13
H 21.79 -22.02 5.84 0.41
H 21.56 -20.32 6.35 -0.03
H 19.62 -21.40 5.53 0.23
C 14.60 -12.86 7.57 -0.53
C 13.20 -13.29 8.02 -0.37
O 13.13 -13.77 9.35 -0.60
H 14.45 -12.45 6.57 0.41
H 15.25 -13.74 7.54 -0.08
H 15.10 -12.21 8.28 0.25
H 12.80 -14.09 7.38 0.17
H 12.51 -12.44 7.94 0.37
H 13.84 -14.41 9.49 0.31
C 11.88 -18.34 8.03 -1.20
C 13.07 -18.86 8.82 0.00
O 14.19 -18.76 7.92 -0.31
H 12.05 -17.39 7.53 0.22
H 10.92 -18.32 8.53 0.37
H 11.82 -18.97 7.13 0.32
H 12.94 -19.93 8.98 0.35
H 13.25 -18.33 9.76 0.19
H 14.95 -19.15 8.39 0.06
C 18.78 -13.23 10.09 -0.59
C 19.05 -13.32 11.56 -0.34
O 18.12 -14.28 12.12 -0.45
H 19.65 -12.85 9.54 0.45
H 17.86 -12.75 9.76 0.23
H 18.76 -14.24 9.67 -0.16
H 18.84 -12.35 12.01 0.34
H 20.07 -13.66 11.77 0.32
H 18.20 -14.18 13.08 0.25
C 16.46 -21.76 7.08 -0.75
C 17.44 -22.34 8.07 -0.26
O 18.13 -21.32 8.80 -0.38
H 16.18 -22.48 6.30 0.44
H 16.77 -20.87 6.53 0.18
H 15.60 -21.44 7.68 0.05
H 18.21 -22.90 7.55 0.25
H 16.96 -23.05 8.74 0.42
H 18.99 -21.22 8.38 -0.17
C 15.18 -16.80 4.91 -0.50
C 14.51 -17.96 4.21 -0.39
O 14.41 -19.06 5.11 -0.52
H 16.13 -17.11 5.37 -0.10
H 14.66 -16.31 5.73 0.25
H 15.41 -15.95 4.26 0.44
H 14.96 -18.35 3.29 0.32
H 13.49 -17.70 3.88 0.23
H 14.17 -18.78 6.00 0.25
```



DFT (ωB97M-V/def2-TZVPD) results for a cluster of 12 separate species, C42H82N2O22S9 in total in a non-equilibrium geometry.

```
157
Properties=species:S:1:pos:R:3:mulliken_charge:R:1
N 0.65 5.00 1.26 -0.14
H 1.66 4.72 1.30 0.33
H 0.14 4.53 2.00 0.36
H 0.21 4.58 0.39 0.23
H 0.47 5.99 1.34 0.41
N -0.25 -3.99 -1.64 0.14
H -0.05 -3.17 -1.01 0.04
H 0.54 -4.59 -1.81 0.34
H -0.58 -3.60 -2.54 0.33
H -1.01 -4.54 -1.22 0.41
C 1.09 0.12 0.99 0.31
C 0.54 -0.86 0.15 -0.24
C -0.33 -0.42 -1.01 -0.05
O -0.65 -1.25 -1.87 -0.67
C -0.65 0.94 -1.16 0.15
C -0.25 1.92 -0.24 0.87
C 0.73 1.48 0.87 -1.06
O 1.21 2.37 1.60 -0.73
O -0.56 3.15 -0.37 -1.18
O 0.72 -2.09 0.34 -0.83
H 1.70 -0.19 1.83 1.16
H -1.26 1.30 -1.99 0.14
C -5.07 5.22 1.58 -0.76
C -3.87 5.23 0.61 -0.53
C -3.85 3.87 -0.08 0.46
S -5.60 3.48 -0.40 1.19
O -5.76 2.05 -0.21 -0.53
O -6.13 4.11 -1.57 -0.72
C -6.21 4.39 1.05 -0.84
H -5.38 6.23 1.87 0.44
H -4.75 4.84 2.55 0.28
H -2.95 5.43 1.16 0.21
H -4.11 6.02 -0.11 0.41
H -3.52 3.21 0.72 -0.40
H -3.23 3.78 -0.96 0.05
H -6.69 3.68 1.72 0.35
H -7.02 5.00 0.65 0.42
C 4.66 -0.25 1.13 0.62
C 4.25 -1.18 -0.06 0.32
C 5.07 -2.49 -0.04 -0.76
S 6.06 -2.40 1.47 1.14
O 7.36 -2.93 1.13 -0.79
O 5.36 -2.88 2.63 -0.50
C 6.09 -0.60 1.45 -1.05
H 3.99 -0.51 1.95 -0.82
H 4.56 0.81 0.89 0.61
H 4.45 -0.63 -0.98 0.41
H 3.19 -1.37 0.05 -0.71
H 5.75 -2.57 -0.87 0.33
H 4.42 -3.36 -0.03 0.41
H 6.88 -0.35 0.73 0.40
H 6.51 -0.23 2.39 0.37
C -4.26 0.04 -2.40 1.78
C -4.36 -1.38 -1.86 -0.50
C -4.54 -2.33 -3.03 -0.48
S -5.52 -1.45 -4.25 1.16
O -6.85 -1.98 -4.13 -0.74
O -4.85 -1.31 -5.53 -0.64
C -5.40 0.14 -3.42 -1.02
H -3.29 0.25 -2.85 -0.63
H -4.29 0.80 -1.63 -0.82
H -5.29 -1.51 -1.30 0.36
H -3.56 -1.73 -1.21 0.08
H -5.10 -3.23 -2.81 0.58
H -3.59 -2.53 -3.53 -0.19
H -6.32 0.30 -2.84 0.44
H -5.44 0.99 -4.09 0.58
C 0.27 2.65 -5.60 -0.85
C 0.86 3.26 -4.34 -0.60
C -0.22 4.08 -3.62 0.53
S -1.80 3.70 -4.46 0.91
O -2.08 4.66 -5.48 -0.74
O -2.85 3.31 -3.55 -0.42
C -1.14 2.24 -5.23 0.18
H 0.81 1.83 -6.06 0.35
H 0.18 3.39 -6.41 0.36
H 1.80 3.78 -4.50 0.46
H 1.13 2.41 -3.71 0.09
H -0.06 5.15 -3.53 0.60
H -0.37 3.68 -2.62 -0.81
H -1.77 1.93 -6.06 0.56
H -1.14 1.38 -4.55 -0.62
C -0.76 -1.02 -7.15 -0.61
C -0.85 -2.22 -8.10 -0.85
C -0.45 -3.43 -7.29 -0.88
S -1.09 -3.18 -5.63 1.36
O -0.10 -3.44 -4.61 -0.83
O -2.35 -3.85 -5.58 -0.68
C -1.31 -1.42 -5.79 0.48
H -1.26 -0.15 -7.57 0.30
H 0.29 -0.74 -7.08 0.30
H -0.23 -2.16 -8.99 0.42
H -1.85 -2.36 -8.52 0.34
H 0.63 -3.59 -7.21 0.35
H -0.79 -4.41 -7.62 0.46
H -0.80 -0.95 -4.94 -0.23
H -2.37 -1.19 -5.71 0.06
C -3.41 0.75 1.88 0.90
C -2.35 0.00 2.72 -0.69
C -2.44 -1.46 2.41 0.00
S -4.20 -1.79 2.31 1.16
O -4.65 -1.96 3.67 -0.71
O -4.46 -2.78 1.30 -0.65
C -4.65 -0.12 1.71 -0.62
H -3.04 1.01 0.88 -0.91
H -3.61 1.72 2.33 0.53
H -2.64 0.19 3.76 0.45
H -1.45 0.53 2.43 -0.17
H -1.96 -2.17 3.09 0.67
H -2.04 -1.69 1.41 -0.46
H -5.54 0.19 2.25 0.60
H -4.88 -0.26 0.66 -0.19
C 2.80 -7.01 2.32 -0.94
C 3.36 -5.59 2.59 -0.38
C 2.29 -4.60 2.24 1.38
S 0.73 -5.41 2.03 1.06
O 0.53 -5.49 0.60 -0.65
O -0.24 -4.82 2.90 -0.64
C 1.32 -7.02 2.66 -0.83
H 3.37 -7.82 2.76 0.48
H 2.89 -7.17 1.24 0.32
H 4.25 -5.49 1.96 0.16
H 3.80 -5.50 3.58 0.43
H 2.47 -3.88 1.44 -0.10
H 2.15 -3.93 3.08 -1.29
H 0.63 -7.75 2.24 0.51
H 1.17 -6.93 3.74 0.34
C 6.42 3.74 3.73 -0.64
C 5.31 2.83 4.26 -0.69
C 4.04 3.00 3.45 0.17
S 4.00 4.76 3.09 1.15
O 3.56 5.52 4.24 -0.70
O 3.48 5.07 1.77 -0.86
C 5.80 4.94 3.04 -0.74
H 6.99 3.18 2.98 0.24
H 7.18 3.98 4.48 0.36
H 5.06 3.10 5.29 0.37
H 5.62 1.79 4.31 0.37
H 3.10 2.71 3.90 0.51
H 4.15 2.48 2.49 -0.46
H 6.09 5.94 3.35 0.42
H 5.93 4.89 1.95 0.35
C 1.20 -1.88 4.34 -0.54
C 2.71 -1.67 4.52 0.71
C 2.92 -1.30 5.98 -1.07
S 1.48 -0.28 6.41 1.15
O 1.90 1.10 6.42 -0.63
O 0.83 -0.94 7.51 -0.70
C 0.55 -0.64 4.88 -0.44
H 0.97 -2.82 4.84 0.65
H 0.96 -2.00 3.28 -0.16
H 3.01 -0.83 3.88 -0.75
H 3.31 -2.49 4.12 0.44
H 3.84 -0.76 6.20 0.49
H 2.91 -2.23 6.54 0.40
H 0.80 0.21 4.23 -0.14
H -0.52 -0.58 5.06 0.70
```



Short version: E_LUMO = 0.153; -0.262 eV, in the order given.
Short version: HOMO energy = -0.337; -0.279 Eh, in the order given.